i.
This record from the OMol25 dataset describes an isolated ion of composition H2NO3PS and charge -2. The level of theory is wB97M-V/def2-TZVPD.

Positions of all 8 atoms, in Å:
O (-0.661, 1.852, -2.763)
H (1.075, -0.578, -1.478)
O (-1.106, -0.717, -2.535)
N (-0.339, 0.649, -0.442)
O (-2.659, 0.914, -1.366)
S (1.098, -0.137, -0.138)
H (-0.986, 0.539, 0.313)
P (-1.253, 0.687, -1.999)

Summary:
**Charge**: -2
**E_HOMO**: 0.8 eV
**SMILES string**: O=P([O-])([O-])NS
**Lowest unoccupied orbital energy**: 5.8641 eV

***

ii.
This record from the OMol25 dataset describes H2NO3PS as an isolated structure. The level of theory is wB97M-V/def2-TZVPD.

Positions of all 8 atoms, in Å:
H (-0.173, -0.452, 0.265)
H (-2.268, 1.332, -0.274)
O (1.125, 1.295, -0.677)
S (-2.176, 0.305, 0.687)
P (1.387, -0.123, -0.176)
N (-1.219, -0.834, 0.054)
O (1.581, -0.317, 1.321)
O (1.743, -1.206, -1.200)

Summary:
**Charge**: -2
**E_HOMO**: 0.9 eV
**Lowest unoccupied orbital energy**: 6.2353 eV

***

The most stable arrangement is i, and the next structure is 36.9 kcal/mol less stable.

***

i.
This record from the OMol25 dataset describes a 2-piece molecular cluster, C4H8FN overall. The level of theory is wB97M-V/def2-TZVPD.

Positions of all 14 atoms, in Å:
H (0.566, 1.879, -1.054)
H (-1.571, -1.808, -0.862)
C (0.712, 0.078, 0.124)
C (1.234, 1.389, -0.207)
H (2.200, 1.327, -0.621)
N (-1.937, -1.099, -0.215)
C (-1.301, 0.069, -0.328)
H (0.511, -1.544, 1.212)
F (-1.822, 1.093, 0.438)
H (-2.107, -1.532, 0.696)
H (1.080, 1.981, 0.702)
H (2.310, -1.252, 0.689)
C (1.239, -0.987, 0.731)
H (-1.115, 0.405, -1.304)

Summary:
**E_HOMO**: -8.1 eV
**Lowest unoccupied orbital energy**: 0.9610 eV

***

ii.
This record from the OMol25 dataset describes one molecule with the formula C4H8FN. The level of theory is wB97M-V/def2-TZVPD.

Positions of all 14 atoms, in Å:
C (1.143, 0.536, -0.355)
C (-0.019, -0.333, 0.266)
H (2.614, -0.872, 0.044)
H (0.987, 0.582, -1.410)
H (-2.286, -1.566, -0.199)
H (-3.511, -0.082, -0.216)
H (0.109, -0.330, 1.368)
H (-0.003, -1.360, -0.158)
C (-2.470, -0.509, -0.177)
N (2.479, 0.116, -0.048)
F (-1.413, 1.516, 0.097)
H (0.880, 1.534, -0.033)
C (-1.412, 0.204, 0.034)
H (2.902, 0.564, 0.786)

Summary:
**E_HOMO**: -9.2 eV
**SMILES string**: C=C(F)CCN
**Lowest unoccupied orbital energy**: 1.0387 eV

***

The most stable arrangement is ii, and the next structure is 47.3 kcal/mol less stable.

***

i.
This record from the OMol25 dataset describes C22H18BrF6IrN4OS as an isolated structure. The level of theory is wB97M-V/def2-TZVPD.

Positions of all 54 atoms, in Å:
H (2.175, -1.285, 5.133)
H (-3.624, 3.774, -1.599)
C (0.460, 2.857, 1.654)
H (1.880, -2.356, -0.648)
H (-1.091, -0.477, -5.157)
F (0.871, 4.120, 1.838)
C (-1.032, -0.723, 4.231)
C (0.390, -1.808, 0.845)
H (3.550, -1.852, 3.251)
C (1.291, -1.231, 4.511)
H (-2.420, 1.149, -4.774)
H (1.525, 2.332, -1.589)
H (-2.128, -1.798, -4.610)
H (3.822, -2.283, 0.829)
O (0.818, 0.831, 0.501)
C (2.693, -1.844, 2.592)
H (-0.103, -5.477, -0.806)
F (3.377, 1.394, -0.111)
N (0.036, -4.790, -1.527)
C (2.837, -2.084, 1.232)
F (2.987, 1.460, 2.009)
H (-0.110, -5.091, -2.477)
H (0.004, -0.629, 6.108)
C (0.280, -1.472, 2.302)
Br (-2.409, -0.599, 1.780)
C (-1.205, -1.250, -4.399)
C (-3.060, 2.568, -3.331)
F (-0.854, 2.908, 1.355)
S (-0.735, -3.237, 0.466)
N (-1.724, 1.022, -1.456)
Ir (-0.555, -0.315, -0.263)
C (1.754, -2.104, 0.397)
C (1.064, 2.914, -0.792)
H (1.545, 3.889, -0.737)
C (-0.897, -1.014, 2.891)
H (0.017, 3.057, -1.025)
C (-2.410, 2.107, -1.080)
C (-2.413, 1.439, -3.734)
C (1.224, 2.150, 0.516)
C (2.737, 2.074, 0.851)
F (0.563, 2.218, 2.821)
H (-3.568, 3.187, -4.058)
C (-3.090, 2.909, -1.961)
N (-0.409, -2.653, -2.205)
C (-0.351, -3.494, -1.243)
H (-2.390, 2.329, -0.019)
N (-0.779, -1.364, -1.951)
C (1.416, -1.533, 3.143)
C (0.085, -0.857, 5.054)
H (-0.384, -1.956, -4.488)
H (-1.975, -0.370, 4.622)
C (-1.227, -0.649, -3.034)
F (3.302, 3.293, 0.915)
C (-1.763, 0.613, -2.773)

Summary:
**<S²>**: 6.08
**E_HOMO (spin up / spin down)**: -5.9 / -8.3 eV
**2S+1**: 5
**Lowest unoccupied orbital energy (spin up / spin down)**: 0.4586 / -1.3027 eV

***

ii.
This record from the OMol25 dataset describes C22H18BrF6IrN4OS as an isolated structure. The level of theory is wB97M-V/def2-TZVPD.

Positions of all 54 atoms, in Å:
C (0.350, -3.059, -1.871)
H (1.169, 2.630, 5.048)
C (4.055, 1.510, -2.411)
C (1.671, 1.520, -2.712)
F (-3.305, -0.798, -0.377)
O (-1.896, 1.541, 1.635)
Ir (-0.318, 1.819, 0.158)
C (-2.975, -0.949, 1.970)
H (5.040, 1.566, -2.856)
C (2.884, 1.755, -3.215)
H (4.326, 0.592, 1.474)
H (4.197, 2.337, 1.717)
C (-3.911, -0.920, 0.812)
N (0.302, 2.188, 4.792)
H (0.768, 1.676, -3.280)
C (-0.467, -2.056, -2.444)
C (3.650, 1.393, 1.772)
N (1.213, 1.761, 2.774)
H (-3.032, 0.499, -3.760)
H (-1.636, -3.519, -3.495)
C (0.977, -0.361, -1.444)
H (-0.506, 2.433, 5.341)
C (-1.266, 0.203, -2.633)
H (-3.187, -1.865, -4.491)
F (-4.644, -2.062, 0.747)
C (-0.235, -0.675, -2.161)
C (1.391, -2.722, -1.067)
F (-4.789, 0.089, 0.921)
H (-4.143, 0.305, 3.216)
F (-0.905, -1.496, 2.910)
C (-3.474, -0.548, 3.305)
C (-1.527, -2.461, -3.292)
H (-2.645, -0.282, 3.956)
H (2.616, -1.116, -0.342)
S (-1.562, 2.174, 3.043)
N (1.202, 1.652, 1.422)
H (4.779, 1.213, -0.456)
C (3.905, 1.289, -1.087)
C (-2.272, -0.208, -3.456)
H (-4.032, -1.365, 3.781)
H (2.005, -3.482, -0.602)
F (-0.982, -1.439, 0.754)
H (0.114, -4.095, -2.082)
C (0.122, 1.991, 3.440)
C (1.722, -1.369, -0.894)
Br (-1.583, 1.995, -1.977)
C (-2.384, -1.557, -3.835)
H (2.977, 2.144, -4.220)
H (3.353, 1.236, 2.801)
C (2.432, 1.426, 0.882)
C (-1.702, -1.716, 1.852)
N (1.494, 0.994, -1.392)
F (-1.940, -3.053, 1.821)
C (2.604, 1.243, -0.490)

Summary:
**<S²>**: 6.07
**E_HOMO (spin up / spin down)**: -6.1 / -7.4 eV
**2S+1**: 5
**Lowest unoccupied orbital energy (spin up / spin down)**: 0.1392 / -1.1774 eV

***

The most stable arrangement is i, and the next structure is 85.7 kcal/mol less stable.